Entry 1:
This record from OMol25 describes C3H8OS in the gas phase. The level of theory is wB97M-V/def2-TZVPD.

## Properties
total charge: 0
frontier orbital gap: 9.983 eV
E_LUMO: 0.89 eV
energy: -16121.947 eV
structure (SMILES): OCCCS

Atoms and positions in Å:
O 0.13301 1.98702 2.22682
C -0.29490 1.69478 0.84364
C 0.46575 0.42397 0.17787
C -0.65638 -0.50437 -0.41434
S 0.19722 -1.82487 -1.51288
H 0.55781 2.76698 2.29710
H -1.40992 1.53811 0.97376
H -0.14728 2.58978 0.14710
H 1.17360 0.77730 -0.53928
H 0.97859 -0.27726 0.92036
H -1.41697 0.19416 -0.89103
H -1.18777 -1.20230 0.36787
H 0.14560 -2.77137 -0.52748

Löwdin atomic charge list, values in e, 8 entries:
1. O -0.067
2. C -0.204
3. C -0.253
4. C -0.543
5. S 0.611
6. H 0.003
7. H 0.114
8. H 0.125

Entry 2:
This record from OMol25 describes 2 unconnected molecules or ions with the total composition C3H8OS. The level of theory is wB97M-V/def2-TZVPD.

## Properties
total charge: +1
⟨S²⟩: 0.753
frontier orbital gap (spin up / spin down): 8.563 / 3.934 eV
E_LUMO (spin up / spin down): -4.13 / -8.76 eV
energy: -16112.632 eV
multiplicity: 2

Atoms and positions in Å:
O -2.11147 2.59529 -2.94148
C -1.59578 1.81260 -3.75787
H -2.20053 1.16345 -4.46782
H -0.60826 1.40612 -3.85334
C 0.05580 0.05877 0.79063
S 1.54861 -1.06664 0.74651
C 1.30954 -1.61800 2.43700
H -0.46319 -0.19878 1.81495
H -0.52664 -0.08123 -0.13017
H 0.46989 1.05797 0.87645
H 2.24485 -2.22431 2.62751
H 1.58873 -0.80817 3.10843
H 0.28843 -2.09706 2.74918

Löwdin atomic charge list, values in e, 8 entries:
1. O -0.028
2. C -0.116
3. H 0.090
4. H 0.054
5. C -0.256
6. S 1.122
7. C -0.360
8. H 0.096

Entry 3:
This record from OMol25 describes C3H8OS2 in the gas phase. The level of theory is wB97M-V/def2-TZVPD.

## Properties
total charge: 0
frontier orbital gap: 9.175 eV
E_LUMO: 0.47 eV
energy: -26954.322 eV
structure (SMILES): C=[S@H](=O)CCS

Atoms and positions in Å:
C -2.29017 0.83603 1.43492
S -1.25097 0.38215 0.21286
O -1.78488 -0.66012 -0.64021
C 0.62567 -0.15723 0.17123
C 1.07830 -0.33305 -1.26977
S 2.78050 -0.70071 -1.21802
H -2.33783 -0.05243 2.13538
H -1.80992 1.72558 1.90915
H -1.18177 1.51941 -0.57804
H 1.15370 0.60916 0.76530
H 0.64225 -1.18472 0.74853
H 1.07506 0.55072 -1.84840
H 0.51233 -1.03659 -1.84194
H 2.78773 -1.49820 0.01903

Löwdin atomic charge list, values in e, 8 entries:
1. C -0.306
2. S 0.724
3. O -0.449
4. C -0.349
5. C -0.700
6. S 0.705
7. H 0.024
8. H 0.006

Entry 4:
This record from OMol25 describes 2 unconnected molecules or ions with the total composition C3H8OS2. The level of theory is wB97M-V/def2-TZVPD.

## Properties
total charge: 0
frontier orbital gap: 8.805 eV
E_LUMO: 0.17 eV
energy: -26957.494 eV
structure (SMILES): CC=O.CSS

Atoms and positions in Å:
C -4.50477 -0.05430 -2.28018
C -3.46997 0.47482 -1.37612
O -3.37990 1.51966 -0.77739
H -5.22451 0.71144 -2.58117
H -5.22497 -0.65875 -1.72962
H -4.11298 -0.61802 -3.13286
H -2.56778 -0.16140 -1.15500
C 4.45703 -0.07680 2.86482
S 4.48174 0.61173 1.17379
S 2.74983 -0.37507 0.24604
H 3.95596 -1.04688 2.98485
H 3.92561 0.56517 3.58724
H 5.53512 -0.14198 3.05310
H 3.37959 -0.74964 -0.87751

Löwdin atomic charge list, values in e, 8 entries:
1. C -0.062
2. C -0.343
3. O 0.034
4. H 0.084
5. H 0.084
6. H 0.084
7. H 0.118
8. C -0.505

Entry 5:
This record from OMol25 describes 2 unconnected molecules or ions with the total composition C3H8OS2. The level of theory is wB97M-V/def2-TZVPD.

## Properties
total charge: 0
frontier orbital gap: 9.090 eV
E_LUMO: 0.06 eV
energy: -26957.050 eV
structure (SMILES): CC=O.CSS

Atoms and positions in Å:
C -1.08155 -1.09979 -2.96201
C -0.38288 -0.35883 -1.94166
O 0.78888 -0.24471 -1.96760
H -2.16488 -1.15677 -2.84570
H -0.96421 -0.83248 -3.98344
H -0.51990 -2.05706 -2.71752
H -0.88380 0.39526 -1.16938
C -0.04891 1.25079 2.91136
S 1.58075 1.65951 2.26334
S 2.51686 -0.38423 2.36252
H 0.05652 0.37510 3.54039
H -0.35037 2.14824 3.45086
H -0.76315 1.03010 2.03448
H 2.21665 -0.72513 1.02436

Löwdin atomic charge list, values in e, 8 entries:
1. C -0.061
2. C -0.399
3. O 0.042
4. H 0.078
5. H 0.076
6. H 0.122
7. H 0.145
8. C -0.535

Entry 6:
This record from OMol25 describes 2 unconnected molecules or ions with the total composition C3H8OSSi. The level of theory is wB97M-V/def2-TZVPD.

## Properties
total charge: 0
frontier orbital gap: 6.971 eV
E_LUMO: -2.12 eV
energy: -23997.846 eV

Atoms and positions in Å:
C -0.92220 -1.10253 0.46195
C -2.27367 -1.76664 0.58868
C 1.74971 1.40053 0.54194
O 0.03116 -1.57637 -0.10343
Si 1.61395 1.36060 -1.32836
S -0.92015 0.46668 1.20794
H -2.83109 -1.38451 1.44153
H -2.14627 -2.84365 0.66816
H -2.83944 -1.54792 -0.31933
H 2.21192 0.59143 1.08283
H 1.49962 2.25708 1.13940
H 2.64375 0.43941 -1.81004
H 0.28865 0.97285 -1.79874
H 1.89407 2.73304 -1.77253

Löwdin atomic charge list, values in e, 8 entries:
1. C -0.969
2. C -0.107
3. C -0.135
4. O -0.044
5. Si 0.573
6. S 0.714
7. H 0.055
8. H 0.083

Entry 7:
This record from OMol25 describes 2 unconnected molecules or ions with the total composition C3H8OSSi. The level of theory is wB97M-V/def2-TZVPD.

## Properties
total charge: 0
frontier orbital gap: 9.124 eV
E_LUMO: 0.69 eV
energy: -23996.938 eV
structure (SMILES): C#C[SiH3].CSO

Atoms and positions in Å:
C -0.93107 -0.26559 -1.65784
C -0.09921 -1.13963 -1.44357
Si 0.98214 -2.67904 -1.06363
H -1.44149 0.58029 -1.80951
H 1.89593 -2.07101 -0.11980
H 0.01311 -3.65904 -0.18972
H 1.42858 -3.35516 -2.23557
C 0.04172 2.22544 0.44737
S -1.43026 1.31662 1.04938
O -0.84434 -0.07059 1.73158
H 0.82446 1.68229 -0.12053
H 0.56746 2.71689 1.18576
H -0.14049 3.05343 -0.24054
H -1.14715 -0.94343 1.46543

Löwdin atomic charge list, values in e, 8 entries:
1. C -0.023
2. C -0.315
3. Si 0.596
4. H -0.030
5. H -0.095
6. H -0.045
7. H -0.110
8. C -0.389

Entry 8:
This record from OMol25 describes 2 unconnected molecules or ions with the total composition C3H8OSSi. The level of theory is wB97M-V/def2-TZVPD.

## Properties
total charge: 0
⟨S²⟩: 2.011
frontier orbital gap (spin up / spin down): 8.468 / 6.492 eV
E_LUMO (spin up / spin down): 0.68 / -3.16 eV
energy: -23996.146 eV
multiplicity: 3

Atoms and positions in Å:
C -1.67993 0.25014 0.54491
C -3.16232 0.31535 0.18671
C 1.86428 -0.69809 0.54011
O -1.17792 0.72561 1.50605
Si 2.69927 0.26946 -0.86313
S -0.73631 -0.68453 -0.59575
H -3.75694 0.66707 1.11032
H -3.44351 -0.75448 0.02421
H -3.25506 0.79979 -0.81800
H 1.99554 -1.83289 0.51553
H 1.75891 -0.27186 1.44669
H 2.70746 -0.84274 -1.89107
H 1.99083 1.42544 -1.18074
H 4.19570 0.63173 -0.52585

Löwdin atomic charge list, values in e, 8 entries:
1. C -0.889
2. C -0.107
3. C -0.328
4. O 0.045
5. Si 0.512
6. S 0.833
7. H 0.111
8. H 0.070

Entry 9:
This record from OMol25 describes 2 unconnected molecules or ions with the total composition C3H8P2. The level of theory is wB97M-V/def2-TZVPD.

## Properties
total charge: 0
frontier orbital gap (spin up / spin down): 7.348 / 6.765 eV
E_LUMO (spin up / spin down): -0.49 / -0.87 eV
energy: -21813.063 eV

Atoms and positions in Å:
C -1.42280 0.31918 -0.62919
C -0.38484 0.89513 -0.00138
C 0.92728 -0.84095 0.93342
P -3.06695 0.30900 0.08578
P 2.46320 -0.66008 0.18350
H -1.11664 -0.33887 -1.47036
H -0.39904 1.64618 0.87889
H 0.67024 0.99660 -0.51473
H 0.36426 -1.76972 0.62167
H 0.85838 -0.31809 1.92710
H -3.71067 -0.37353 -1.11459
H 2.72786 0.67458 0.32604
H 2.08973 -0.53943 -1.22615

Löwdin atomic charge list, values in e, 8 entries:
1. C -0.644
2. C -0.252
3. C -0.447
4. P 0.724
5. P 0.691
6. H 0.060
7. H 0.093
8. H 0.035

Entry 10:
This record from OMol25 describes 2 unconnected molecules or ions with the total composition C3H8S. The level of theory is wB97M-V/def2-TZVPD.

## Properties
total charge: 0
frontier orbital gap: 9.641 eV
E_LUMO: 0.83 eV
energy: -14074.111 eV
structure (SMILES): C=CC.S

Atoms and positions in Å:
C -0.98423 0.98587 -1.58041
C -0.42418 1.58802 -0.52353
C 0.72757 0.98026 0.24333
H -1.99784 1.14615 -1.93665
H -0.30686 0.29566 -2.14254
H -0.80784 2.61691 -0.33560
H 1.09819 1.66908 0.99374
H 0.75945 -0.10097 0.42205
H 1.51798 1.03888 -0.52325
S 0.12872 -2.95521 1.38491
H 0.70980 -4.19071 1.38709
H -0.42076 -3.07394 2.61086

Löwdin atomic charge list, values in e, 8 entries:
1. C -0.044
2. C -0.255
3. C -0.117
4. H 0.044
5. H 0.069
6. H 0.098
7. H 0.064
8. H 0.038

Entry 11:
This record from OMol25 describes 3 unconnected molecules or ions with the total composition C3H8S2. The level of theory is wB97M-V/def2-TZVPD.

## Properties
total charge: 0
frontier orbital gap: 4.923 eV
E_LUMO: -2.82 eV
energy: -24904.694 eV

Atoms and positions in Å:
C 1.39919 -1.73075 -0.49666
C 2.45458 -0.72471 -0.31635
C -4.85712 0.76332 -0.15278
S -5.67053 1.41696 1.17661
S 2.94180 1.76515 0.81193
H 1.59149 -2.66943 0.02504
H 0.39884 -1.45479 -0.84288
H 3.25786 -0.87925 0.37671
H 3.03971 -0.38721 -1.19285
H 1.86977 0.09697 0.15244
H -4.50912 -0.25497 0.08032
H -4.69890 1.25171 -1.17227
H 2.78243 2.80700 1.55073

Löwdin atomic charge list, values in e, 8 entries:
1. C 0.147
2. C -0.302
3. C -0.532
4. S 0.524
5. S 0.281
6. H 0.072
7. H 0.080
8. H 0.047

Entry 12:
This record from OMol25 describes C3H8S2 in the gas phase. The level of theory is wB97M-V/def2-TZVPD.

## Properties
total charge: 0
frontier orbital gap: 9.949 eV
E_LUMO: 0.86 eV
energy: -24910.905 eV
structure (SMILES): SCCCS

Atoms and positions in Å:
S 2.84718 -0.19853 -0.09924
C 1.23431 0.54889 0.26604
C -0.01010 -0.17439 -0.19197
C -1.26476 0.64385 -0.06225
S -2.84190 -0.24418 -0.02828
H 2.85188 -1.24965 0.74522
H 1.32139 1.54319 -0.12858
H 1.10088 0.75849 1.34789
H 0.14606 -0.44054 -1.23158
H -0.03359 -1.15872 0.30803
H -1.38553 1.32425 -0.90204
H -1.20016 1.26207 0.77530
H -2.64217 -1.06574 1.05518

Löwdin atomic charge list, values in e, 8 entries:
1. S 0.696
2. C -0.612
3. C -0.358
4. C -0.600
5. S 0.683
6. H -0.149
7. H 0.058
8. H 0.086